No. 1
DFT (ωB97M-V/def2-TZVPD) results for a cluster of 6 separate species, C16H36O10S4 in total at a distorted geometry.

XYZ file:
```
66
Properties=species:S:1:pos:R:3:lowdin_charge:R:1
C -0.77 -5.32 -0.38 -0.024
C -1.34 -5.88 0.90 -0.289
C -0.46 -6.93 1.61 -0.076
O -0.22 -6.39 2.91 0.067
C -0.85 -5.20 3.05 -0.574
O -0.88 -4.57 4.05 0.168
O -1.42 -4.82 1.88 0.067
H -0.29 -6.05 -1.03 0.091
H -0.11 -4.46 -0.26 0.067
H -1.58 -4.88 -0.98 0.088
H -2.36 -6.23 0.73 0.147
H 0.50 -7.01 1.10 0.130
H -0.89 -7.93 1.70 0.130
C -0.47 1.05 -0.90 -0.011
C 0.38 0.07 -0.10 -0.292
C -0.36 -1.17 0.42 -0.077
O 0.29 -2.27 -0.21 0.036
C 1.23 -1.81 -1.09 -0.563
O 1.85 -2.50 -1.82 0.172
O 1.42 -0.48 -0.93 0.081
H -1.31 1.41 -0.29 0.069
H -0.88 0.56 -1.78 0.087
H 0.15 1.90 -1.16 0.056
H 0.86 0.63 0.71 0.132
H -1.41 -1.17 0.12 0.113
H -0.36 -1.32 1.49 0.137
C -6.12 1.90 0.38 -0.284
S -4.48 1.41 -0.12 0.807
O -3.52 2.22 0.68 -0.559
C -4.48 -0.15 0.77 -0.260
H -6.88 1.36 -0.20 0.057
H -6.29 2.96 0.18 0.055
H -6.29 1.73 1.44 0.059
H -3.53 -0.62 0.53 0.019
H -5.29 -0.86 0.59 0.062
H -4.47 0.10 1.83 0.063
C 2.29 4.61 1.20 -0.261
S 2.40 4.93 -0.57 0.828
O 3.01 3.71 -1.15 -0.561
C 0.61 4.91 -0.78 -0.266
H 1.85 3.62 1.29 0.038
H 1.60 5.32 1.65 0.058
H 3.27 4.68 1.67 0.049
H 0.14 4.10 -0.22 0.047
H 0.26 4.89 -1.81 0.051
H 0.31 5.87 -0.34 0.055
C 4.12 1.69 2.52 -0.279
S 3.98 0.34 3.68 0.809
O 3.20 0.87 4.82 -0.545
C 2.80 -0.63 2.72 -0.260
H 3.12 1.99 2.21 0.026
H 4.60 1.38 1.59 0.065
H 4.68 2.52 2.94 0.054
H 1.86 -0.07 2.77 0.045
H 2.71 -1.56 3.27 0.051
H 3.10 -0.81 1.69 0.056
C 1.62 2.93 -3.89 -0.271
S 0.08 2.17 -4.40 0.800
O -0.37 2.84 -5.65 -0.564
C 0.74 0.57 -4.88 -0.249
H 1.71 4.00 -4.02 0.059
H 2.48 2.41 -4.33 0.054
H 1.72 2.70 -2.82 0.009
H 1.73 0.42 -4.44 0.048
H 0.90 0.57 -5.96 0.059
H 0.09 -0.23 -4.55 0.040
```

Summary:
**Multiplicity**: 1
**Energy above the lowest of the compared OMol25 structures with the same formula, charge and spin**: 14.3 kcal/mol
**Gap between HOMO and LUMO**: 8.95 eV



No. 2
DFT (ωB97M-V/def2-TZVPD) results for a cluster of 6 separate species, C16H37Br3ClN3O14P in total at a distorted geometry.

XYZ file:
```
75
Properties=species:S:1:pos:R:3:lowdin_charge:R:1
Cl 1.00 2.92 0.58 0.524
O 1.71 2.89 -0.71 -0.409
O 0.21 4.06 0.66 -0.347
O 0.19 1.78 0.57 -0.368
O 1.88 2.86 1.61 -0.297
C -1.94 4.32 -2.49 -1.442
Br -3.36 3.18 -1.75 0.568
Br -2.67 5.92 -3.45 0.495
Br -0.64 3.26 -3.59 0.603
H -1.46 4.68 -1.58 -0.037
O -0.71 -1.90 -4.03 -0.308
P -1.64 -2.26 -2.91 0.556
N -3.01 -3.18 -3.46 -0.328
C -2.88 -4.65 -3.68 -0.081
C -3.98 -2.50 -4.24 -0.148
N -2.25 -0.89 -2.10 -0.287
C -1.53 0.30 -2.19 -0.235
C -3.56 -0.83 -1.32 -0.073
N -0.93 -3.26 -1.84 -0.313
C 0.35 -3.90 -2.13 -0.101
C -1.39 -3.41 -0.40 -0.058
H -3.92 -4.98 -3.63 0.072
H -2.30 -5.01 -2.82 0.065
H -2.46 -4.82 -4.67 0.081
H -4.92 -3.05 -4.18 0.078
H -3.61 -2.51 -5.27 0.079
H -4.08 -1.43 -4.03 0.074
H -1.35 0.81 -1.24 0.060
H -0.51 0.07 -2.49 0.065
H -2.09 1.00 -2.81 -0.008
H -3.39 -0.40 -0.34 0.069
H -4.28 -0.22 -1.87 0.070
H -3.78 -1.85 -1.02 0.060
H 0.21 -4.93 -2.46 0.076
H 0.92 -3.29 -2.83 0.077
H 0.85 -3.89 -1.16 0.038
H -0.84 -4.19 0.13 0.073
H -2.41 -3.71 -0.64 0.061
H -1.43 -2.50 0.19 0.081
C 2.20 -3.94 1.21 -0.086
O 2.33 -2.71 1.80 0.032
C 2.25 -1.59 1.16 -0.570
O 2.20 -0.55 1.85 0.129
O 2.07 -1.73 -0.16 -0.026
C 1.68 -0.58 -0.93 -0.014
H 1.98 -4.55 2.08 0.099
H 3.04 -4.38 0.67 0.103
H 1.32 -4.09 0.59 0.049
H 1.89 -0.82 -1.98 0.099
H 2.35 0.27 -0.82 0.080
H 0.68 -0.29 -0.62 0.077
C 7.91 1.92 3.34 0.024
O 6.43 1.88 3.69 -0.005
C 5.42 1.56 2.91 -0.510
O 4.25 1.45 3.30 0.126
O 5.75 1.54 1.52 -0.073
C 4.80 1.85 0.53 -0.085
H 8.02 2.14 2.28 0.080
H 8.46 1.02 3.60 0.080
H 8.29 2.76 3.93 0.081
H 4.52 2.90 0.54 0.090
H 3.85 1.36 0.73 0.060
H 5.09 1.68 -0.51 0.090
C -2.84 4.62 5.56 -0.029
O -1.68 3.76 5.28 0.038
C -1.61 2.94 4.29 -0.630
O -0.58 2.30 3.97 0.117
O -2.75 2.81 3.67 -0.004
C -2.90 1.93 2.57 -0.038
H -3.79 4.21 5.89 0.087
H -3.13 5.27 4.73 0.088
H -2.54 5.36 6.30 0.085
H -2.41 2.41 1.73 0.083
H -3.98 1.90 2.38 0.087
H -2.53 0.91 2.50 0.099
```

Summary:
**Multiplicity**: 1
**Energy above the lowest of the compared OMol25 structures with the same formula, charge and spin**: 0.0 kcal/mol
**Gap between HOMO and LUMO**: 7.59 eV
**Net charge**: -1



Number 1: LUMO 0.2733 eV, E_tot -80988.495 eV. Number 2: LUMO 1.8911 eV, E_tot -282257.889 eV.